The following is a DFT calculation (wB97M-V/def2-TZVPD) of a structure of composition C24H30N7O4PRhS2.

Calculated values
Electronic energy: -77963.36443 eV
HOMO-LUMO gap (spin up / spin down): 0.187 / 0.216 Ha
LUMO level (spin up / spin down): -1.238 / -1.205 eV

```
! RIJCOSX wB97M-V def2-TZVPD def2/J DEFGRID3
* xyz 0 2
Rh 0.38 0.14 -0.34
C -3.54 5.05 -0.97
C -3.61 3.61 -1.43
O -3.42 2.67 -0.39
P -1.89 2.52 0.25
S 1.70 1.88 0.51
S -1.83 0.48 0.60
O -2.13 3.06 1.79
C -1.79 4.41 2.08
C -1.34 4.48 3.52
H -3.75 5.73 -1.80
H -2.55 5.29 -0.58
H -4.27 5.23 -0.18
H -2.88 3.43 -2.23
H -4.60 3.40 -1.84
H -2.65 5.06 1.91
H -0.98 4.74 1.41
H -2.10 4.04 4.17
H -1.19 5.52 3.82
H -0.41 3.93 3.66
O -2.54 -3.51 -6.33
N -2.27 -2.37 -6.04
O -2.41 -1.42 -6.78
C -1.69 -2.12 -4.67
C -1.64 -3.19 -3.87
C -1.08 -3.10 -2.55
C -1.07 -4.14 -1.61
C -0.51 -3.94 -0.37
C 0.10 -2.70 -0.07
N 0.04 -1.73 -0.97
C -0.55 -1.89 -2.17
C -0.65 -0.71 -3.00
N -0.18 0.45 -2.45
C -0.31 1.56 -3.14
C -0.91 1.58 -4.41
C -1.37 0.42 -4.97
C -1.24 -0.79 -4.26
H -2.04 -4.13 -4.24
H -1.53 -5.09 -1.86
H -0.53 -4.72 0.37
H 0.16 -2.59 2.04
H 0.07 2.46 -2.68
H -1.02 2.52 -4.93
H -1.85 0.44 -5.93
N 3.80 0.27 4.07
C 3.20 1.48 3.97
N 3.52 2.37 4.95
N 2.41 1.90 3.02
C 1.95 1.13 2.01
N 1.69 -0.21 2.21
H 4.66 0.20 4.58
H 3.66 -0.36 3.30
H 3.86 2.02 5.83
H 2.94 3.19 4.99
C 3.27 -2.52 0.56
C 2.15 -3.12 1.41
C 2.01 -4.60 1.02
C 2.50 -3.12 2.91
C 0.81 -2.31 1.21
C 1.01 -0.76 1.23
H 4.21 -3.04 0.76
H 3.42 -1.45 0.75
H 3.05 -2.63 -0.51
H 2.97 -5.09 1.22
H 1.79 -4.74 -0.04
H 1.25 -5.11 1.62
H 3.50 -3.54 3.05
H 1.80 -3.75 3.46
H 2.45 -2.13 3.34
*
```

The molecule's Löwdin atomic charges, reported in e, are given here: Rh 0.527; C -0.098; C -0.349; O -0.417; P 0.464; S 0.631; S 0.255; O -0.416; C -0.357; C -0.081; H 0.074; H 0.053; H 0.078; H 0.089; H 0.111; H 0.102; H 0.096; H 0.077; H 0.073; H 0.067; O 0.084; N -0.333; O 0.078; C -0.046; C 0.074; C -0.120; C 0.028; C 0.005; C -0.202; N 0.010; C -0.134; C -0.122; N 0.014; C -0.105; C -0.024; C 0.015; C -0.049; H 0.134; H 0.126; H 0.114; H 0.161; H 0.115; H 0.114; H 0.103; N 0.170; C -0.502; N 0.145; N 0.071; C -0.801; N 0.020; H 0.106; H 0.069; H 0.097; H 0.104; C -0.039; C -0.540; C -0.070; C -0.054; C -0.151; C -0.367; H 0.086; H 0.072; H 0.089; H 0.091; H 0.078; H 0.086; H 0.088; H 0.088; H 0.048



The following is a DFT calculation (wB97M-V/def2-TZVPD) of a structure of composition C16H30DyN5OS2Si.

Calculated values
Electronic energy: -80198.84011 eV
HOMO-LUMO gap (spin up / spin down): 0.295 / 0.290 Ha
LUMO level (spin up / spin down): -5.370 / -5.506 eV

```
! RIJCOSX wB97M-V def2-TZVPD def2/J DEFGRID3
* xyz 2 6
Dy -0.58 -0.21 -0.32
C 1.86 2.89 5.72
Si 2.00 2.44 3.88
C 3.09 0.89 3.67
C 2.56 3.92 2.82
C 0.23 1.93 3.31
C -0.87 2.07 4.15
C -2.13 1.61 3.77
C -2.25 0.94 2.58
N -1.22 0.79 1.72
C -0.01 1.33 2.07
S 1.20 1.28 0.80
H 2.83 3.14 6.12
H 1.47 2.06 6.31
H 1.22 3.75 5.88
H 4.09 1.09 4.05
H 3.19 0.59 2.63
H 2.70 0.04 4.22
H 3.54 4.27 3.13
H 1.88 4.76 2.92
H 2.62 3.66 1.77
H -0.75 2.55 5.10
H -2.99 1.76 4.40
H -3.20 0.50 2.26
N 3.31 -4.89 0.80
C 2.04 -5.23 1.03
N 1.76 -6.38 1.63
N 1.02 -4.46 0.70
C 0.77 -3.33 0.26
N 0.33 -2.31 -0.14
H 4.06 -5.51 1.06
H 3.54 -4.04 0.32
H 2.48 -7.04 1.88
H 0.80 -6.64 1.81
C -4.02 -1.49 -6.12
C -3.98 -0.37 -5.09
C -2.72 -0.47 -4.24
S -2.63 0.95 -3.06
O -2.10 0.32 -1.76
C -1.13 1.80 -3.74
C 0.20 1.38 -3.12
C 0.58 -0.10 -3.31
H -4.93 -1.43 -6.71
H -3.98 -2.47 -5.64
H -3.18 -1.42 -6.81
H -4.87 -0.42 -4.46
H -4.00 0.59 -5.62
H -1.84 -0.49 -4.87
H -2.75 -1.37 -3.63
H -1.30 2.86 -3.55
H -1.14 1.64 -4.82
H 0.21 1.65 -2.03
H 0.97 1.99 -3.60
H -0.13 -0.81 -2.83
H 1.58 -0.27 -2.90
H 0.62 -0.34 -4.38
*
```

The molecule's Löwdin atomic charges, reported in e, are given here: Dy 1.503; C -0.173; Si 0.584; C -0.180; C -0.170; C -0.229; C -0.035; C -0.031; C -0.114; N -0.162; C -0.728; S 0.567; H 0.036; H 0.036; H 0.033; H 0.033; H -0.016; H 0.033; H 0.035; H 0.036; H -0.002; H 0.108; H 0.118; H 0.121; N 0.220; C -0.442; N 0.216; N 0.167; C -0.313; N -0.045; H 0.133; H 0.133; H 0.137; H 0.140; C -0.088; C -0.297; C -0.328; S 1.102; O -0.755; C -0.287; C -0.276; C -0.112; H 0.087; H 0.082; H 0.082; H 0.116; H 0.114; H 0.089; H 0.107; H 0.100; H 0.104; H 0.053; H 0.136; H 0.034; H 0.091; H 0.097



The following is a DFT calculation (wB97M-V/def2-TZVPD) of the molecule C5H11NO2.

Calculated values
Electronic energy: -10945.65408 eV
SMILES string: CC(C)(CO)N1CO1
HOMO-LUMO gap: 0.370 Ha
LUMO level: 0.814 eV

```
! RIJCOSX wB97M-V def2-TZVPD def2/J DEFGRID3
* xyz 0 1
C 0.17 -0.13 0.14
C -2.09 0.50 -0.73
C 1.12 0.72 -0.73
C -0.10 0.61 1.45
C 0.77 -1.50 0.44
N -1.01 -0.39 -0.69
O -2.22 -0.64 0.03
O 1.42 0.16 -1.98
H 1.72 -0.75 -1.86
H -2.65 0.53 -1.66
H -2.05 1.45 -0.18
H 2.04 0.90 -0.15
H 0.66 1.69 -0.95
H -0.37 1.66 1.28
H 0.79 0.59 2.07
H -0.91 0.13 2.00
H 0.83 -2.09 -0.47
H 0.12 -2.03 1.13
H 1.76 -1.40 0.88
*
```

The molecule's Löwdin atomic charges, reported in e, are given here: C -0.546; C -0.191; C -0.217; C -0.034; C -0.025; N -0.024; O -0.014; O -0.042; H 0.079; H 0.121; H 0.120; H 0.130; H 0.128; H 0.078; H 0.088; H 0.088; H 0.081; H 0.091; H 0.089



The following is a DFT calculation (wB97M-V/def2-TZVPD) of a cluster of 15 separate species, C20H70N6O15 in total.

Calculated values
Electronic energy: -61522.96510 eV
HOMO-LUMO gap: 0.326 Ha
LUMO level: -0.097 eV

```
! RIJCOSX wB97M-V def2-TZVPD def2/J DEFGRID3
* xyz 0 1
C -5.19 -8.10 -22.04
C -5.76 -7.30 -20.86
O -6.21 -8.13 -19.81
H -5.98 -8.52 -22.76
H -4.62 -8.98 -21.68
H -4.56 -7.48 -22.60
H -6.50 -6.64 -21.28
H -4.98 -6.63 -20.46
H -6.95 -7.74 -19.30
C -4.01 -0.64 -17.08
C -5.46 -0.35 -16.90
O -5.84 0.96 -16.42
H -3.34 -0.41 -16.30
H -3.63 -0.18 -17.97
H -3.91 -1.64 -17.39
H -5.90 -1.00 -16.20
H -5.99 -0.58 -17.83
H -5.89 1.58 -17.13
C -5.99 -5.20 -15.82
C -5.95 -4.28 -17.03
O -5.33 -5.00 -18.09
H -5.06 -5.52 -15.44
H -6.70 -6.02 -15.89
H -6.34 -4.63 -14.92
H -5.29 -3.42 -16.74
H -6.95 -3.88 -17.28
H -5.11 -4.32 -18.70
C -1.76 -3.26 -18.48
C -0.46 -3.44 -17.81
O 0.42 -2.77 -18.66
H -2.56 -3.58 -17.75
H -1.95 -3.90 -19.31
H -1.92 -2.26 -18.75
H -0.30 -4.46 -17.46
H -0.33 -2.91 -16.85
H 1.27 -2.87 -18.26
C -8.38 -0.96 -24.60
C -7.95 -1.24 -23.22
O -6.68 -1.79 -23.32
H -8.05 -1.74 -25.27
H -7.95 -0.05 -25.05
H -9.41 -0.81 -24.69
H -8.62 -1.88 -22.74
H -7.82 -0.31 -22.68
H -6.20 -1.72 -22.47
C -4.63 -2.41 -20.67
O -4.64 -3.76 -20.36
N -5.75 -1.70 -20.73
N -3.65 -1.79 -21.24
H -6.54 -2.22 -20.30
H -5.77 -0.65 -20.74
H -2.71 -2.24 -21.22
H -3.82 -0.78 -21.40
C -0.22 -0.84 -21.43
O -0.81 -2.02 -21.79
N 0.26 -0.60 -20.24
N -0.07 0.16 -22.22
H 0.22 -1.46 -19.60
H 0.29 0.35 -19.84
H -0.24 -0.12 -23.25
H 0.49 1.00 -22.05
C -8.60 -4.50 -19.95
O -7.98 -3.31 -20.30
N -8.73 -5.44 -20.84
N -9.27 -4.65 -18.88
H -8.14 -5.34 -21.67
H -9.15 -6.35 -20.64
H -9.23 -3.94 -18.16
H -10.11 -5.25 -18.93
C -4.02 -2.17 -25.07
O -3.48 -1.24 -24.18
H -3.22 -2.73 -25.66
H -4.65 -1.56 -25.75
H -4.65 -2.92 -24.60
H -3.83 -1.41 -23.29
C -7.64 1.13 -20.08
O -6.31 0.89 -19.98
H -7.83 1.92 -20.85
H -7.76 1.51 -19.09
H -8.21 0.22 -20.14
H -5.92 1.70 -19.68
C -5.57 1.35 -23.39
O -4.57 2.33 -23.33
H -5.84 1.01 -22.41
H -5.30 0.48 -24.05
H -6.40 1.84 -23.96
H -3.81 1.87 -22.90
C -8.52 -1.54 -18.02
O -9.02 -2.43 -17.02
H -7.65 -1.80 -18.57
H -8.43 -0.62 -17.46
H -9.27 -1.50 -18.78
H -9.91 -2.08 -16.88
C -2.71 -4.81 -22.94
O -1.46 -4.50 -22.43
H -2.68 -4.74 -24.04
H -3.55 -4.18 -22.64
H -2.92 -5.82 -22.54
H -1.26 -3.57 -22.55
C -2.71 1.37 -20.82
O -2.75 0.94 -22.14
H -1.95 2.14 -20.61
H -2.38 0.57 -20.19
H -3.68 1.79 -20.64
H -1.81 0.71 -22.44
C -6.30 -4.92 -23.70
O -7.66 -4.60 -23.35
H -5.64 -4.64 -22.93
H -5.82 -4.50 -24.60
H -6.26 -6.00 -23.78
H -7.73 -3.65 -23.34
*
```

Results of the Löwdin charge analysis, in e, for atoms 1 through 99: C -0.081; C -0.324; O -0.079; H 0.094; H 0.077; H 0.018; H 0.067; H 0.111; H 0.090; C -0.064; C -0.292; O -0.059; H 0.076; H 0.059; H 0.029; H 0.096; H 0.079; H 0.039; C -0.089; C -0.311; O -0.076; H 0.053; H 0.072; H 0.082; H 0.102; H 0.090; H -0.012; C -0.075; C -0.302; O -0.080; H 0.102; H 0.077; H 0.042; H 0.123; H 0.117; H 0.099; C -0.065; C -0.336; O -0.104; H 0.082; H 0.086; H 0.055; H 0.095; H 0.096; H 0.043; C -0.560; O -0.089; N 0.148; N 0.191; H 0.075; H 0.096; H 0.104; H 0.108; C -0.627; O -0.085; N 0.172; N 0.133; H 0.090; H 0.136; H 0.187; H 0.152; C -0.581; O -0.127; N 0.180; N 0.188; H 0.076; H 0.128; H 0.070; H 0.141; C -0.184; O -0.141; H 0.098; H 0.087; H 0.031; H 0.031; C -0.152; O -0.164; H 0.113; H 0.080; H 0.083; H 0.091; C -0.182; O -0.135; H 0.035; H 0.083; H 0.097; H 0.008; C -0.163; O -0.133; H 0.038; H 0.083; H 0.077; H 0.097; C -0.183; O -0.113; H 0.080; H 0.034; H 0.086; H 0.009



The following is a DFT calculation (wB97M-V/def2-TZVPD) of a cluster of 10 separate species, C4H29NO10 in total.

Calculated values
Electronic energy: -26583.50409 eV
SMILES string: COC[C@H](C)N.O.O.O.O.O.O.O.O.O
HOMO-LUMO gap: 0.344 Ha
LUMO level: -0.248 eV

```
! RIJCOSX wB97M-V def2-TZVPD def2/J DEFGRID3
* xyz 0 1
C 0.05 1.87 -1.89
C 1.51 2.35 -2.14
C 2.45 1.22 -1.78
O 2.66 1.28 -0.36
C 3.32 0.22 0.30
N 1.62 2.93 -3.46
H -0.09 1.51 -0.87
H -0.35 1.20 -2.64
H -0.59 2.76 -1.91
H 1.60 3.20 -1.47
H 3.41 1.46 -2.24
H 2.20 0.21 -2.10
H 3.59 0.44 1.33
H 4.24 -0.02 -0.24
H 2.72 -0.69 0.32
H 1.03 3.75 -3.50
H 1.14 2.34 -4.13
O 0.63 1.05 1.67
H 1.16 1.59 2.26
H 1.09 1.09 0.83
O 1.29 -2.76 0.92
H 0.52 -3.07 1.39
H 1.93 -2.59 1.61
O -4.74 0.98 0.50
H -3.80 1.00 0.29
H -5.10 0.36 -0.12
O -2.07 1.25 1.23
H -2.45 1.85 1.87
H -1.13 1.29 1.39
O -1.51 -0.82 -0.15
H -1.17 -1.27 0.63
H -1.67 0.08 0.14
O -0.45 -0.70 3.48
H 0.14 -0.21 4.05
H -0.43 -0.22 2.65
O -1.16 -3.03 2.12
H -1.54 -3.78 2.57
H -0.94 -2.42 2.82
O 0.10 -2.31 -1.91
H 0.70 -2.61 -1.23
H -0.54 -1.77 -1.45
O -3.22 -3.05 -0.63
H -2.61 -2.42 -0.26
H -3.55 -3.54 0.12
*
```

The molecule's Löwdin atomic charges, reported in e, are given here: C -0.051; C -0.417; C -0.157; O -0.227; C -0.103; N 0.037; H 0.042; H 0.090; H 0.076; H 0.140; H 0.123; H 0.135; H 0.091; H 0.093; H 0.071; H 0.070; H 0.069; O -0.033; H 0.085; H 0.028; O -0.050; H -0.013; H 0.037; O -0.053; H -0.014; H 0.035; O -0.054; H 0.088; H -0.004; O -0.040; H 0.024; H -0.011; O -0.038; H 0.053; H -0.008; O -0.033; H 0.070; H 0.009; O -0.062; H -0.008; H -0.027; O -0.052; H -0.030; H 0.022



Q: The lowest electronic energy belongs to which entry?
A: C16H30DyN5OS2Si